1.
C18H22N4O2 | the ωB97M-V functional and the def2-TZVPD basis

Geometry (Å):
O -1.80683 -2.44309 -1.41337
C -1.75749 -2.39298 -0.20881
N -2.52389 -1.53173 0.53889
N -3.40462 -0.69582 -0.02863
C -4.10628 0.06321 0.71499
C -5.06196 0.96670 0.15453
C -5.42816 1.21421 -1.14901
C -6.42635 2.20628 -1.09288
C -6.59880 2.49329 0.23003
O -5.78239 1.75290 0.99093
H -7.24913 3.18055 0.73452
H -6.94696 2.64785 -1.91762
H -5.02013 0.73301 -2.01250
H -4.01927 0.06452 1.80937
H -2.43767 -1.53946 1.55885
C -0.77349 -3.20730 0.63165
N 0.57714 -2.67205 0.57791
C 1.20093 -2.79895 -0.72996
H 1.13286 -3.84275 -1.04296
C 2.67540 -2.39514 -0.61397
N 2.86648 -1.05254 -0.10491
C 2.16007 -0.91354 1.15218
C 0.67881 -1.30649 1.06424
H 0.23711 -1.25697 2.06366
H 0.14533 -0.59098 0.41470
H 2.25066 0.11806 1.49822
H 2.65131 -1.57185 1.87483
C 2.57939 0.00335 -1.06417
C 3.09492 1.32565 -0.56171
C 2.31001 2.46882 -0.60858
C 2.80338 3.67974 -0.15253
C 4.08545 3.75724 0.36173
C 4.87345 2.61881 0.41688
C 4.38211 1.41186 -0.04407
H 4.98460 0.51752 -0.00010
H 5.87484 2.67489 0.81854
H 4.46970 4.70131 0.71941
H 2.18315 4.56335 -0.19679
H 1.30608 2.41410 -1.00694
H 1.50985 0.09622 -1.31087
H 3.10896 -0.25151 -1.98896
H 3.16163 -2.48261 -1.58753
H 3.16840 -3.07669 0.08622
H 0.69712 -2.18215 -1.48988
H -0.74261 -4.22445 0.23419
H -1.08314 -3.24440 1.68030

Forces on atoms 1 to 6 (eV/Å):
O 0.0388 -0.0997 -0.1425
C 0.0354 -0.0412 0.0632
N 0.0152 -0.0559 1.0926
N -0.4971 0.4525 -0.5549
C 0.5715 -0.4957 0.6756
C -0.3700 0.2391 -1.4707

Results
**Orbital gap**: 8.47 eV
**E_HOMO**: -8.13 eV
**2S+1**: 1
**Relative energy (zero: lowest compared OMol25 entry of this formula, charge and spin)**: 86.5 kcal per mole

Mulliken population analysis, charges in e, atoms 1 to 4: number 1, O, carries -0.590; number 2, C, carries 0.440; number 3, N, carries 0.235; number 4, N, carries -0.530

---

2.
C18H22N4O4 | the ωB97M-V functional and the def2-TZVPD basis

Geometry (Å):
O 1.13646 1.15166 1.27638
C 0.89866 1.90575 0.35242
N 1.36020 1.70388 -0.91421
C 2.14253 0.63509 -1.42882
O 2.48050 0.67371 -2.58852
N 2.39097 -0.35134 -0.55818
H 2.12941 -0.20677 0.41318
C 3.27193 -1.45321 -0.89753
C 4.62128 -1.28507 -0.27903
C 5.69225 -0.52324 -0.64455
C 6.67961 -0.72677 0.34989
C 6.13324 -1.59243 1.24500
O 4.88803 -1.93320 0.87645
H 6.51391 -2.02688 2.14786
H 7.65619 -0.29008 0.38766
H 5.76333 0.09684 -1.51430
H 3.35721 -1.46680 -1.98677
H 2.82304 -2.38501 -0.54385
H 1.14998 2.39462 -1.62318
C 0.02226 3.15002 0.50808
N -1.40551 2.93416 0.41522
C -1.91210 2.38734 -0.82694
C -1.93545 0.85336 -0.86608
N -2.69850 0.36743 0.27721
C -3.03632 -1.01411 0.18726
C -2.32078 -2.04500 0.77513
C -2.73855 -3.35743 0.62849
C -3.86992 -3.64717 -0.11278
C -4.60300 -2.62843 -0.69521
C -4.19757 -1.31182 -0.54051
O -4.93049 -0.30529 -1.08433
H -4.56316 0.52414 -0.73876
H -5.49753 -2.83252 -1.26187
H -4.19109 -4.67076 -0.23252
H -2.17350 -4.15282 1.09064
H -1.43214 -1.82520 1.34751
C -2.07124 0.79207 1.51825
C -2.06612 2.32478 1.55317
H -1.59094 2.67204 2.47089
H -3.10328 2.67863 1.54064
H -2.66157 0.40702 2.35228
H -1.04164 0.42249 1.61741
H -2.41224 0.51611 -1.78947
H -0.90873 0.45086 -0.85289
H -1.32858 2.77658 -1.66312
H -2.94148 2.75008 -0.93182
H 0.29595 3.89012 -0.25153
H 0.22449 3.57255 1.49577

Forces on atoms 1 to 6 (eV/Å):
O -0.0129 -0.0677 0.3273
C 0.0049 0.2892 -0.0532
N 0.1350 0.1435 -0.3359
C -0.3135 0.0819 0.3133
O 0.2031 0.0464 -0.4674
N -0.0778 -0.2433 0.4353

Results
**Orbital gap**: 8.89 eV
**E_HOMO**: -8.29 eV
**2S+1**: 1
**Relative energy (zero: lowest compared OMol25 entry of this formula, charge and spin)**: 72.2 kcal per mole

Mulliken population analysis, charges in e, atoms 1 to 4: number 1, O, carries -0.713; number 2, C, carries 0.977; number 3, N, carries -0.061; number 4, C, carries 0.430

---

3.
C18H22O4 | the ωB97M-V functional and the def2-TZVPD basis

Geometry (Å):
C 4.94522 -0.69682 -3.84929
H 4.35398 -0.08709 -4.54034
O 4.44379 -0.62620 -2.53702
C 3.17670 -1.06604 -2.30061
C 2.74609 -0.97503 -0.98212
C 1.47065 -1.38973 -0.61582
C 0.61447 -1.90757 -1.58504
C 1.05056 -1.99142 -2.89460
C 2.31571 -1.57671 -3.26836
H 2.61579 -1.65892 -4.30021
H 0.38531 -2.39246 -3.64505
H -0.37557 -2.25084 -1.33223
O 1.15927 -1.24273 0.70167
C -0.17260 -1.46029 1.10987
C -0.31872 -0.87910 2.52180
O -1.66668 -0.70709 2.89119
C -2.48612 0.18177 2.24423
C -3.84053 -0.03975 2.47535
C -4.81526 0.77580 1.93552
C -4.43937 1.83996 1.13946
C -3.09855 2.07979 0.89846
C -2.10173 1.27499 1.44145
O -0.76454 1.50294 1.26154
C -0.29328 2.36635 0.23550
C -0.55890 1.79044 -1.15598
H -0.25279 2.50645 -1.91388
H -1.61553 1.56860 -1.29131
H 0.01112 0.87387 -1.29400
C 1.20470 2.51113 0.48529
H 1.67734 1.53352 0.43783
H 1.64710 3.15869 -0.26601
H 1.38005 2.93582 1.47033
H -0.77154 3.35262 0.33161
H -2.82662 2.92459 0.28561
H -5.18157 2.49115 0.70360
H -5.85688 0.57600 2.13262
H -4.10095 -0.87999 3.09954
H 0.24141 0.05797 2.57191
H 0.08347 -1.57545 3.26170
H -0.87075 -0.94121 0.44117
H -0.41447 -2.53195 1.10457
H 3.41296 -0.58090 -0.23321
H 5.95850 -0.30119 -3.79883
H 4.97864 -1.72897 -4.21293

Forces on atoms 1 to 6 (eV/Å):
C 0.0790 -0.0153 -0.2364
H 0.0178 -0.0375 0.0281
O -0.2196 -0.0279 0.3070
C -0.1425 0.0022 0.1950
C -0.0054 -0.0142 0.0442
C 0.2632 0.0260 -0.1881

Results
**Orbital gap**: 8.98 eV
**E_HOMO**: -8.14 eV
**2S+1**: 1
**Relative energy (zero: lowest compared OMol25 entry of this formula, charge and spin)**: 0.0 kcal per mole

Mulliken population analysis, charges in e, atoms 1 to 4: number 1, C, carries -0.872; number 2, H, carries 0.344; number 3, O, carries -0.403; number 4, C, carries 0.462

---

Number 3 is which compound? C18H22O4